[1]
A molecular structure, C35H42BGeN6OV at a distorted geometry. Source: OMol25; level of theory: wB97M-V/def2-TZVPD.

```
87
Properties=species:S:1:pos:R:3:forces:R:3
V 0.04441 -0.10359 -0.98398 1.6 2.5 -0.2
C -2.30253 -2.84213 -0.08314 0.4 -0.2 0.2
C -0.80312 -2.86083 0.11483 0.7 0.4 0.1
C 0.02208 -3.83996 0.70356 0.4 -0.3 0.0
C 1.35082 -3.45501 0.46216 -1.0 -0.5 -0.2
C 2.63331 -4.12620 0.84403 -0.2 -0.5 0.3
N 1.33250 -2.31893 -0.26638 -0.5 -0.2 0.2
N -0.00702 -1.89621 -0.36529 0.5 -2.7 0.0
B 2.40538 -1.97543 -1.42537 -1.6 1.2 0.1
N 1.49796 -1.77126 -2.72941 -1.0 0.8 -0.4
N 0.44189 -0.82612 -2.77325 1.1 -1.3 -0.6
C -0.12870 -0.86205 -3.97047 0.3 -0.4 0.2
C -1.28303 0.07127 -4.29995 0.4 -0.5 -0.2
C 0.52796 -1.84528 -4.74044 0.4 -0.4 -0.1
C 1.54309 -2.38519 -3.92758 -0.4 0.4 -0.1
C 2.58600 -3.43308 -4.17297 -0.3 -0.2 -0.4
N 3.06788 -0.55538 -1.11999 -1.2 1.0 -0.6
N 2.37754 0.63623 -1.59356 1.2 -1.8 0.4
C 3.32697 1.49342 -1.95185 0.7 -0.6 0.0
C 3.04823 2.80118 -2.67487 -0.1 -0.3 0.6
C 4.60404 0.94317 -1.65926 0.4 -0.3 0.2
C 4.39574 -0.33003 -1.11724 0.0 0.7 -0.6
C 5.36705 -1.37367 -0.59955 -0.2 0.1 -0.2
H -2.79435 -3.49422 0.64785 0.1 0.2 -0.1
H -2.54851 -3.20561 -1.08940 0.2 0.0 0.2
H -2.70216 -1.83275 0.00301 0.1 -0.1 0.1
H -0.32684 -4.74142 1.20670 0.3 0.3 -0.1
H 2.41710 -4.99624 1.49621 0.1 0.5 -0.4
H 3.27306 -3.43036 1.39862 -0.1 -0.1 -0.1
H 3.18609 -4.48105 -0.03618 -0.1 0.1 0.2
H 3.22039 -2.87261 -1.56007 -0.5 0.6 0.1
H -1.43411 0.75575 -3.46138 0.0 -0.1 -0.1
H -2.21576 -0.48590 -4.48780 0.4 0.1 0.1
H -1.04834 0.63594 -5.21266 -0.1 -0.1 0.3
H 0.26887 -2.12907 -5.75876 0.3 0.0 0.3
H 2.47427 -3.81073 -5.19460 0.1 0.0 0.2
H 2.47379 -4.27169 -3.47353 0.0 0.2 -0.2
H 3.59703 -3.03212 -4.05657 -0.1 0.0 0.0
H 1.97649 2.89919 -2.88192 0.2 0.1 0.1
H 3.58302 2.81490 -3.63071 -0.1 -0.1 0.2
H 3.39585 3.66178 -2.08011 -0.2 -0.3 -0.2
H 5.57419 1.39777 -1.85170 -0.4 -0.1 0.1
H 6.38036 -0.96528 -0.56058 -0.2 0.0 0.0
H 5.37037 -2.27423 -1.23676 0.0 0.4 0.2
H 5.08308 -1.69562 0.41480 0.1 0.2 -0.3
C 1.11368 3.52066 0.19614 -0.5 -0.3 0.1
O 0.49951 2.42848 -0.50669 1.5 -0.6 -0.5
H 1.66859 4.15718 -0.49532 0.0 0.0 0.0
H 1.77802 3.14683 0.98518 -0.1 0.1 0.0
H 0.29665 4.10436 0.64246 0.3 -0.2 -0.1
H 1.25941 1.86600 -0.87660 -1.1 1.2 0.7
C -1.62780 0.36993 -0.80817 -2.5 0.3 1.1
Ge -1.90486 1.14001 1.03308 0.0 -0.2 -1.0
C -2.60553 2.97700 1.02532 -0.2 0.0 0.1
C -2.08148 3.97943 1.83833 0.1 0.3 -0.1
C -2.62170 5.27259 1.82259 0.3 0.0 0.4
C -3.72284 5.58018 1.03822 0.0 -0.4 -0.4
C -4.26344 4.57178 0.22479 -0.1 0.1 0.2
C -3.71333 3.29010 0.22777 -0.2 0.0 -0.1
C -0.43208 0.98166 2.32174 0.3 -0.1 0.5
C 0.76666 0.31476 2.05582 0.0 0.5 0.3
C 1.65539 -0.01945 3.07773 0.1 0.1 -0.1
C 1.40170 0.35299 4.40164 -0.1 -0.2 -0.5
C 0.23287 1.04432 4.67811 -0.5 0.3 0.2
C -0.68558 1.32465 3.65912 0.0 0.0 0.1
C -3.22291 0.03640 1.99691 0.3 0.0 0.3
C -2.76526 -1.09492 2.68278 0.0 -0.3 -0.1
C -3.65016 -1.95079 3.32462 -0.2 -0.3 0.2
C -5.01952 -1.68207 3.33206 0.0 0.6 -0.3
C -5.47428 -0.52549 2.68416 0.0 -0.2 0.0
C -4.58011 0.32880 2.03784 -0.1 -0.3 -0.1
H -2.60201 0.02248 -1.19481 0.2 0.3 0.0
H -1.21660 3.76158 2.47418 -0.3 0.1 -0.2
H -2.16902 6.04902 2.44379 -0.1 -0.2 -0.1
H -4.13563 6.59146 1.03155 0.1 -0.4 0.0
H -5.13300 4.77936 -0.40078 0.2 0.0 0.2
H -4.18196 2.51270 -0.39496 0.3 0.4 0.2
H 1.04721 0.10834 1.01884 0.1 -0.2 0.4
H 2.55412 -0.56560 2.81096 0.0 0.0 0.1
H 2.08301 0.07651 5.20094 0.0 0.1 -0.2
H 0.01024 1.36731 5.70490 0.1 -0.2 -0.5
H -1.63649 1.80321 3.92450 0.4 -0.2 -0.1
H -1.70110 -1.35794 2.69131 -0.3 0.2 0.0
H -3.26961 -2.85140 3.81660 -0.1 0.3 -0.1
H -5.72461 -2.33793 3.84098 0.2 0.1 -0.1
H -6.53484 -0.28335 2.63680 0.1 -0.1 0.2
H -4.94366 1.21750 1.53109 -0.1 -0.1 0.1
```
Forces are in eV/Å.

The spin multiplicity is 3. As for the highest occupied orbital energy (alpha / beta): -6.80 / -7.09 eV.

=====

[2]
A molecular structure, C35H42BrCl3N2O5SSc. Source: OMol25; level of theory: wB97M-V/def2-TZVPD.

```
90
Properties=species:S:1:pos:R:3:forces:R:3
Sc 0.02943 -1.01852 0.33361 0.3 -0.3 -0.1
C -3.30109 6.09867 -1.22762 0.0 0.0 0.0
C -2.81680 5.55855 0.12421 0.0 0.0 0.0
C -3.96174 5.62443 1.14297 0.0 0.0 0.0
C -1.67542 6.44975 0.61243 0.0 0.0 0.1
C -2.38000 4.10190 -0.02886 0.0 0.1 0.0
C -1.12163 3.65429 0.35028 0.1 0.0 0.0
C -0.82856 2.31608 0.19773 -0.3 0.1 -0.1
Br 0.88799 1.65396 0.69347 0.1 0.1 0.1
C -1.72091 1.37267 -0.31904 0.1 -0.1 0.0
O -1.29512 0.10226 -0.40448 0.0 -0.1 -0.1
C -2.99866 1.80484 -0.70166 0.1 0.1 0.1
C -3.27049 3.16327 -0.53672 0.0 -0.1 0.0
C -4.11106 0.92142 -1.28122 0.0 0.0 -0.1
C -4.44706 1.43187 -2.69269 0.0 0.0 0.0
C -3.76730 -0.56674 -1.40228 0.0 0.0 0.0
C -5.35631 1.03038 -0.38754 0.0 0.0 0.0
H -3.58939 7.14701 -1.13091 0.0 0.0 0.0
H -4.16978 5.55330 -1.59896 0.0 0.0 0.0
H -2.51400 6.03052 -1.98106 0.0 0.0 0.0
H -4.30085 6.65495 1.26777 0.0 0.0 0.0
H -3.63949 5.25144 2.11696 0.0 0.0 0.0
H -4.81634 5.02719 0.82167 0.0 0.0 0.0
H -2.01842 7.48327 0.67102 0.0 0.0 0.0
H -0.82027 6.42285 -0.06631 0.0 0.0 0.0
H -1.33638 6.16268 1.61046 0.0 0.0 0.0
H -0.38060 4.32479 0.76064 0.0 0.0 0.0
H -4.25556 3.50796 -0.82265 0.0 0.0 0.0
H -3.57778 1.35496 -3.34869 0.0 0.0 0.0
H -4.77324 2.47190 -2.68697 0.0 0.0 0.0
H -5.25165 0.83175 -3.12294 0.0 0.0 0.0
H -2.91099 -0.73995 -2.05214 0.0 0.0 0.0
H -4.63215 -1.07314 -1.83674 0.0 0.0 0.0
H -3.56192 -1.02161 -0.43332 0.0 0.0 0.0
H -5.73353 2.05072 -0.32452 0.0 0.0 0.0
H -5.13775 0.68773 0.62546 0.0 0.0 0.0
H -6.15545 0.40733 -0.79416 0.0 0.0 0.0
Cl -0.46290 -4.62662 3.96024 0.0 0.1 0.0
C -1.35408 -3.25000 3.30311 0.2 -0.1 0.2
Cl -2.57100 -3.82569 2.14055 -0.1 0.0 -0.1
Cl -2.11023 -2.34664 4.60159 0.0 0.0 -0.1
C -0.42928 -2.35645 2.45010 0.1 0.0 0.0
O 0.56032 -2.84611 1.87969 -0.2 0.1 -0.1
O -0.80397 -1.16243 2.23994 -0.2 0.0 0.1
N -0.31476 -2.85305 -0.92276 0.1 0.2 0.1
C -0.09920 -3.98016 -1.08969 -0.2 0.1 0.1
N 0.07458 -5.25584 -1.22111 0.0 -0.1 0.0
C 0.41617 -5.88120 -2.51044 0.0 0.0 0.0
C -0.33742 -7.19815 -2.60298 0.0 0.0 0.0
O -0.07143 -8.00129 -1.47220 0.0 0.0 0.0
C -0.54485 -7.40004 -0.28207 0.0 0.0 0.0
C 0.19755 -6.10379 -0.01516 0.0 0.0 0.0
H 1.49398 -6.05747 -2.54277 0.0 0.0 0.0
H 0.13520 -5.20290 -3.31410 0.0 0.0 0.0
H -0.01086 -7.75811 -3.47710 0.0 0.0 0.0
H -1.41431 -7.00742 -2.68871 0.0 0.0 0.0
H -0.37306 -8.10986 0.52435 0.0 0.0 0.0
H -1.62184 -7.20614 -0.35856 0.0 0.0 0.0
H 1.25695 -6.30050 0.16591 0.0 0.0 0.0
H -0.21213 -5.56134 0.83620 0.0 0.0 0.0
O 2.07320 -1.16376 0.00174 -0.1 0.1 0.0
S 3.23688 -2.14443 -0.07848 0.0 0.0 -0.2
C 4.58211 -1.16249 -0.87686 0.0 0.1 0.1
C 4.17899 0.25406 -1.17558 -0.1 -0.1 0.0
C 3.44857 0.53381 -2.32705 0.0 0.0 0.0
C 3.09000 1.83771 -2.62976 0.0 0.0 0.0
C 3.46733 2.87202 -1.78444 0.0 0.0 0.0
C 4.19082 2.59751 -0.63488 0.0 0.0 0.1
C 4.53774 1.29075 -0.32261 0.0 0.0 0.0
C 3.83970 -2.31387 1.62019 0.0 -0.1 0.1
C 4.23323 -1.03365 2.28486 0.0 0.0 0.0
C 5.57683 -0.70811 2.44751 0.0 0.0 0.0
C 5.94083 0.49663 3.03145 0.0 0.0 0.0
C 4.96155 1.38775 3.44648 0.0 0.0 0.0
C 3.61934 1.06178 3.30136 0.0 0.0 0.0
C 3.25573 -0.14868 2.73340 0.0 0.0 0.0
H 4.82374 -1.70760 -1.78773 -0.1 0.0 0.0
H 5.44413 -1.19996 -0.21156 0.0 0.0 0.0
H 3.17267 -0.27237 -2.99791 0.0 0.0 0.0
H 2.52700 2.04912 -3.52939 0.0 0.0 0.0
H 3.19659 3.89188 -2.02526 0.0 0.0 0.0
H 4.48812 3.40265 0.02488 0.0 0.0 0.0
H 5.10419 1.08393 0.57686 0.0 0.0 0.0
H 4.66842 -3.02288 1.54356 0.0 0.0 0.0
H 3.01392 -2.81884 2.12514 0.0 0.0 0.0
H 6.34400 -1.40746 2.13348 0.0 0.0 0.0
H 6.98681 0.73897 3.16481 0.0 0.0 0.0
H 5.24259 2.32911 3.89998 0.0 0.0 0.0
H 2.85343 1.74572 3.64365 0.0 0.0 0.0
H 2.20830 -0.41282 2.65098 0.0 0.0 0.0
```
Forces are in eV/Å.

As for the highest occupied orbital energy: -10.39 eV. The total charge is +1.